(1)
Computed, not measured: the ion C6H9N2O with charge +1, with ωB97M-V/def2-TZVPD.

The geometry in XYZ format:
```
18
C6H9N2O | the Open Molecules 2025 dataset | ωB97M-V/def2-TZVPD
C 2.506 1.252 -0.162
C 2.013 -1.030 -0.077
C -3.213 -0.112 0.032
C -1.974 0.005 -0.417
C 0.301 0.864 0.307
C -1.124 1.154 0.006
N 2.739 -0.022 -0.106
N 1.781 -2.334 0.140
O 1.245 1.590 0.024
H 3.340 1.896 -0.399
H -3.881 -0.909 -0.156
H -3.602 0.720 0.702
H -1.545 -0.957 -0.847
H 0.532 -0.215 0.365
H -0.910 1.947 -0.864
H -1.511 1.745 0.922
H 1.787 -3.058 -0.560
H 1.514 -2.537 1.090
```

## Properties
Highest occupied orbital energy (alpha / beta) (eV): -12.36 / -12.36
Charge: +1
E_LUMO (alpha / beta) (eV): -4.86 / -4.86

(2)
Computed, not measured: a cluster of 2 separate species, C6H9N2O2 in total, with ωB97M-V/def2-TZVPD.

The geometry in XYZ format:
```
19
C6H9N2O2 | the Open Molecules 2025 dataset | ωB97M-V/def2-TZVPD
C 2.568 -2.173 2.084
C 2.227 -0.883 1.374
O 2.296 -0.941 0.090
O 2.305 0.188 2.006
H 2.453 -3.078 1.490
H 1.931 -2.289 2.976
H 3.509 -2.122 2.638
C -3.297 0.840 -1.350
C 0.087 1.961 -1.282
C -0.896 0.115 -0.636
C -1.833 0.977 -1.166
N 0.330 0.688 -0.851
N -1.230 2.154 -1.439
H 1.029 0.094 -0.320
H 0.753 2.761 -1.555
H -1.078 -0.773 -0.068
H -3.820 1.780 -1.462
H -3.782 0.572 -0.393
H -3.550 0.129 -2.137
```

## Properties
Highest occupied orbital energy (eV): -4.72
Charge: -1
E_LUMO (eV): 3.73

(3)
Computed, not measured: a cluster of 2 separate species, C6H9N2O2 in total, with ωB97M-V/def2-TZVPD.

The geometry in XYZ format:
```
19
C6H9N2O2 | the Open Molecules 2025 dataset | ωB97M-V/def2-TZVPD
C 1.432 -1.120 0.236
C 0.477 -1.112 1.364
C -0.612 -1.979 3.021
C 0.047 -0.088 2.143
N -0.014 -2.294 1.918
N -0.709 -0.625 3.162
H -1.200 -2.632 3.646
H 1.992 -2.044 0.064
H 2.139 -0.313 0.383
H -0.950 -0.076 3.968
H 0.117 0.987 2.040
H 1.009 -0.989 -0.753
C 0.562 0.503 -2.724
C -0.326 1.797 -2.773
O -1.461 1.738 -2.268
O 0.269 2.768 -3.296
H 1.097 0.707 -1.796
H 1.102 0.460 -3.664
H -0.028 -0.402 -2.536
```

## Properties
Highest occupied orbital energy (eV): -3.76
Charge: -1
E_LUMO (eV): 2.94

The records above give, respectively, strongest force on any atom values of 4.68, 3.71, 1.50 eV Å⁻¹.
The records above give, respectively, energy relative to the best compared isomer or geometry (same formula, charge and spin) values of 5.5112, 1.2434, 1.5400 eV.